Below is C31H31N6W as an isolated structure, with properties calculated with the ωB97M-V functional and the def2-TZVPD basis.

Computed properties:
Highest occupied orbital energy in eV: -2.48
Energy relative to the best compared isomer or geometry (same formula, charge and spin) in kcal per mole: 0.2
LUMO in eV: 2.69
Net charge: -1
Max |F| in Eh/bohr: 0.0049
Calculated total energy in eV: -43419.6840
Kohn-Sham gap in eV: 5.176

CARTESIAN COORDINATES (ANGSTROEM)
W  -0.135  0.227  -0.342
C  -3.944  -1.351  -1.421
C  -4.021  -2.593  -0.713
C  -3.182  -2.807  0.318
C  -2.218  -1.806  0.730
N  -2.051  -0.680  -0.072
C  -2.970  -0.477  -1.076
N  -1.578  -2.009  1.841
C  -0.711  -1.093  2.373
N  0.019  -0.124  1.684
C  0.828  0.556  2.591
N  1.720  1.555  2.331
C  2.209  1.768  1.146
C  3.215  2.803  1.023
C  3.887  3.004  -0.128
C  3.581  2.183  -1.255
C  2.576  1.283  -1.137
N  1.842  1.069  0.002
C  0.583  0.034  3.863
C  1.117  0.346  5.137
C  0.702  -0.380  6.214
C  -0.247  -1.444  6.072
C  -0.773  -1.765  4.855
C  -0.362  -1.021  3.721
H  -4.624  -1.108  -2.225
H  -4.752  -3.341  -0.994
H  -3.205  -3.710  0.912
H  -2.848  0.453  -1.610
H  3.409  3.375  1.920
H  4.651  3.770  -0.194
H  4.116  2.272  -2.190
H  2.291  0.672  -1.982
H  1.837  1.149  5.235
H  1.092  -0.156  7.201
H  -0.545  -1.999  6.953
H  -1.490  -2.569  4.741
C  -1.237  2.964  1.006
C  -1.202  3.095  -0.519
C  -0.195  4.184  -0.908
C  -2.601  3.478  -1.018
C  -0.788  1.802  -1.192
H  -1.581  3.899  1.456
H  -0.250  2.751  1.423
H  -1.923  2.172  1.319
H  -0.464  5.139  -0.446
H  -0.169  4.321  -1.992
H  0.810  3.913  -0.576
H  -2.916  4.429  -0.579
H  -3.331  2.715  -0.738
H  -2.614  3.583  -2.106
H  -0.767  1.879  -2.282
C  1.267  -2.976  -0.067
C  1.279  -3.022  -1.565
C  1.743  -4.140  -2.251
C  1.745  -4.186  -3.636
C  1.273  -3.101  -4.363
C  0.802  -1.968  -3.719
C  0.271  -0.787  -4.480
C  0.811  -1.931  -2.314
N  0.353  -0.788  -1.693
H  1.718  -3.876  0.351
H  0.251  -2.902  0.334
H  1.821  -2.111  0.309
H  2.106  -4.989  -1.682
H  2.110  -5.067  -4.149
H  1.267  -3.134  -5.447
H  0.333  -0.958  -5.555
H  0.826  0.121  -4.236
H  -0.770  -0.594  -4.210